Density functional theory data (ωB97M-V/def2-TZVPD) for the molecule C3H6N4.

Geometry as XYZ:
```
13
Properties=species:S:1:pos:R:3:forces:R:3:mulliken_charge:R:1
N -2.4069 -0.6905 -0.1245 0.2 0.0 0.4 -0.47
C -1.1553 -0.0287 -0.1702 1.5 -3.4 2.3 0.39
C -0.6920 1.2120 -0.1267 3.2 0.3 0.0 -0.64
N 0.7975 1.0983 -0.0034 -5.1 0.6 -0.2 -0.01
C 1.0492 -0.1619 0.0257 0.7 -2.1 -0.2 0.42
N 2.2564 -0.7405 -0.2040 4.1 4.1 1.5 -0.47
N 0.0157 -0.9103 0.0713 -4.0 -0.6 -1.3 -0.63
H -2.3165 -1.6494 0.3350 -0.4 2.2 -0.9 0.27
H -3.2485 -0.1056 0.0922 1.4 -1.1 -0.1 0.23
H -1.0244 2.1693 0.0529 -1.3 1.7 -0.1 0.38
H 1.4127 1.8081 0.0033 2.3 2.8 -0.2 0.04
H 2.1478 -1.6905 -0.2366 0.3 -2.8 0.2 0.25
H 3.1644 -0.3103 0.2850 -2.9 -1.7 -1.5 0.25
```
Forces are in eV/Å.

Output
frontier orbital gap: 8.604 eV
total charge: 0
HOMO energy: -7.691 eV

Density functional theory data (ωB97M-V/def2-TZVPD) for a structure of composition C20H43OP3SeTc.

Geometry as XYZ:
```
69
Properties=species:S:1:pos:R:3:forces:R:3:lowdin_spin:R:1
Tc -0.7100 -0.5846 0.4964 2.9 -1.0 0.4 0.67
P -3.0175 -0.5369 0.7275 -3.2 0.5 -0.1 0.06
P -0.7598 -1.7779 -1.5662 -0.5 -0.2 -2.5 0.07
P -0.3597 1.2788 1.9721 0.2 2.7 0.3 0.04
H 6.0030 2.6675 -4.2595 0.1 0.0 0.2 0.01
C 6.4761 2.9136 -3.3070 -2.0 2.9 -2.1 0.45
C 7.2553 2.0476 -2.6529 2.9 -2.6 2.0 0.45
H 7.5362 1.0814 -3.0911 -0.1 0.3 0.2 0.01
C -4.0322 0.6235 -0.2789 0.4 0.0 0.1 0.00
C -3.8631 -2.1321 0.3817 0.2 -0.1 0.0 0.03
C -3.6702 -0.2097 2.4133 0.2 0.0 0.1 0.00
C 0.8571 -1.7722 -2.4089 0.1 0.0 0.3 0.02
C -1.1453 -3.5485 -1.3519 0.0 -0.1 0.6 0.01
C -1.9151 -1.2596 -2.8990 0.1 0.1 0.3 0.01
C 1.3486 1.9355 1.9009 0.0 -0.4 0.0 0.01
C -0.6217 1.0029 3.7583 -0.1 -0.9 0.2 0.00
C -1.3556 2.8028 1.6971 0.0 -0.3 -0.1 0.02
H 6.3452 3.9258 -2.9111 0.2 -0.2 -0.3 0.01
H 7.7084 2.3448 -1.6959 -0.2 -0.4 -0.3 0.01
H -5.0959 0.4207 -0.0890 0.3 0.1 -0.1 0.00
H -3.8239 0.4938 -1.3472 -0.1 0.0 0.2 0.00
H -3.8075 1.6624 -0.0093 -0.1 -0.2 -0.1 0.00
H -4.9168 -2.0456 0.6847 0.3 0.0 -0.1 0.01
H -3.4019 -2.9436 0.9589 -0.2 0.1 -0.1 0.00
H -3.8209 -2.3941 -0.6825 -0.1 0.1 0.2 0.00
H -4.7597 -0.3613 2.4065 0.3 0.1 0.0 0.00
H -3.4641 0.8167 2.7410 -0.1 -0.2 -0.1 0.00
H -3.2309 -0.9064 3.1384 -0.2 0.1 -0.1 0.00
H 0.8699 -2.5675 -3.1675 0.0 0.2 0.2 0.00
H 1.6520 -1.9556 -1.6743 -0.1 -0.1 -0.2 0.00
H 1.0476 -0.8014 -2.8853 -0.1 -0.3 0.1 0.00
H -1.4992 -3.9496 -2.3113 0.2 0.2 0.2 0.00
H -1.9239 -3.7041 -0.5958 0.2 0.0 -0.3 0.00
H -0.2379 -4.0764 -1.0363 -0.2 0.1 -0.1 0.00
H -1.8743 -2.0194 -3.6915 0.0 0.2 0.1 0.00
H -1.6019 -0.2877 -3.3041 -0.1 -0.3 0.0 0.01
H -2.9445 -1.1730 -2.5308 0.2 -0.1 -0.1 0.00
H 1.5171 2.6167 2.7463 -0.1 -0.1 -0.2 0.00
H 1.5226 2.4635 0.9544 -0.1 -0.1 0.3 0.00
H 2.0580 1.1006 1.9587 -0.1 0.2 0.1 0.00
H -0.5241 1.9590 4.2901 0.1 -0.1 -0.3 0.00
H 0.1290 0.3047 4.1443 -0.2 0.3 0.0 0.00
H -1.6190 0.5952 3.9620 0.3 0.2 0.0 0.00
H -1.1873 3.4843 2.5440 0.0 -0.2 -0.3 0.00
H -2.4271 2.5757 1.6272 0.3 0.1 0.0 0.00
H -1.0286 3.2859 0.7671 -0.1 0.0 0.3 0.01
C 1.1945 1.9422 -1.7696 -0.9 -0.3 0.3 0.05
C 2.3930 1.2588 -1.5730 0.6 -0.1 0.2 0.05
C 3.5885 1.8235 -2.0403 -0.7 0.0 0.0 0.01
C 3.5288 3.0401 -2.7253 -0.1 -0.1 0.1 0.08
C 2.3362 3.7325 -2.9105 0.0 0.0 0.0 -0.01
C 1.1579 3.1843 -2.4300 -0.4 -0.1 0.0 0.05
Se -0.5913 1.2752 -1.2316 0.3 1.1 -0.6 0.58
H 0.7167 0.1008 0.0645 0.5 -0.6 0.4 0.08
H 2.3896 0.3019 -1.0544 0.2 0.2 -0.1 0.01
H 4.5486 1.3294 -1.8810 -0.4 -0.1 0.0 0.01
H 4.4256 3.4814 -3.1453 -0.3 0.0 0.2 0.01
H 2.3413 4.6879 -3.4321 -0.1 -0.2 0.1 0.00
H 0.2082 3.6982 -2.5602 0.2 0.0 -0.1 0.00
C -0.4281 -2.4301 3.9098 0.1 -0.2 0.3 0.00
C -0.4987 -2.9489 2.5119 0.1 -1.3 0.3 0.04
C -0.8072 -4.3951 2.3540 0.0 0.2 -0.6 0.01
O -0.2778 -2.2393 1.4980 -0.4 0.5 0.9 0.06
H -0.3876 -3.2720 4.6243 -0.1 0.4 -0.4 0.00
H -1.3338 -1.8502 4.1490 0.2 -0.1 -0.1 0.00
H 0.4556 -1.7999 4.0736 -0.2 -0.1 -0.2 0.00
H -1.7392 -4.6230 2.8840 0.1 0.0 0.1 0.00
H -0.8856 -4.7188 1.3094 0.1 0.2 0.3 0.00
H -0.0217 -4.9750 2.8513 0.0 0.0 0.1 0.00
```
Forces are in eV/Å.

Output
frontier orbital gap (spin up / spin down): 6.075 / 4.692 eV
total charge: +4
HOMO energy (spin up / spin down): -19.691 / -20.246 eV
spin multiplicity: 4

Density functional theory data (ωB97M-V/def2-TZVPD) for a structure of composition CH3IO2P.

Geometry as XYZ:
```
8
Properties=species:S:1:pos:R:3:forces:R:3:mulliken_charge:R:1
C 0.1430 -0.2622 0.5489 1.0 -2.6 0.5 -0.61
O 0.3597 -0.8031 -0.9043 -0.4 -2.2 2.8 -0.57
O -1.6333 1.0754 2.6727 0.1 0.3 -0.3 -0.50
P -1.4564 -0.3571 2.3182 0.3 -0.5 -1.8 0.25
I 0.3798 -1.1522 3.9397 0.5 -0.3 0.4 -0.39
H 1.0840 -0.5020 1.1256 -0.9 0.3 -0.7 0.23
H 0.5378 -1.8157 -0.7645 -0.6 3.0 -0.3 0.28
H 0.0162 0.7649 0.4768 -0.1 2.0 -0.6 0.30
```
Forces are in eV/Å.

Output
frontier orbital gap: 6.740 eV
total charge: -1
HOMO energy: -3.445 eV

Q: Which energy above the lowest of the compared OMol25 structures with the same formula, charge and spin values were calculated for the entries above? A: 29.1; 13.0; 81.9, in kcal/mol.